Record 1
29
Properties=species:S:1:pos:R:3:nbo_charge:R:1 method="wB97M-V/def2-TZVPD" e_homo_ev=-13.2 energy_ha=-633.427022 charge=+1 e_above_lowest_ev=0.968 homo_lumo_gap_ev=7.08
C 1.0347 -1.2324 -0.6468 0.064
C 1.6882 -0.0773 -1.1711 -0.102
C 1.7145 0.0411 -2.5955 -0.090
C 2.3498 1.0955 -3.2279 -0.234
C 3.0252 2.0699 -2.4755 -0.075
C 3.0176 1.9792 -1.0772 -0.210
C 2.3447 0.9481 -0.4297 -0.123
C 0.7591 -1.6140 0.6998 -0.104
C -0.0603 -2.7752 0.8690 -0.106
C -0.3195 -3.3024 2.1245 -0.230
C 0.2000 -2.6871 3.2740 -0.082
C 0.9809 -1.5317 3.1392 -0.215
C 1.2668 -1.0037 1.8844 -0.122
H 0.5856 -1.8787 -1.4047 0.235
H 1.2257 -0.7382 -3.1849 0.245
H 2.3349 1.1676 -4.3169 0.246
H 3.5578 2.8807 -2.9714 0.244
H 3.5428 2.7271 -0.4784 0.242
H 2.3434 0.9306 0.6533 0.212
H -0.4702 -3.2556 -0.0239 0.225
H -0.9280 -4.2032 2.2236 0.246
H 0.0116 -3.1100 4.2605 0.245
H 1.3849 -1.0375 4.0256 0.244
H 1.9141 -0.1372 1.8221 0.214
N 2.4567 -3.7093 -1.7001 -0.489
O 2.2256 -3.1321 -3.0245 -0.620
H 2.3825 -2.9071 -1.0764 0.316
H 1.6145 -4.2692 -1.5827 0.338
H 3.0174 -3.4191 -3.5049 0.485


Record 2
68
Properties=species:S:1:pos:R:3:mulliken_spin:R:1 method="wB97M-V/def2-TZVPD" e_homo_ev="-6.8 / -6.8" multiplicity=3 energy_ha=-2729.594249 charge=0 e_above_lowest_ev=10.374 homo_lumo_gap_ev="5.55 / 5.55"
Pr -0.6846 1.7126 -0.1815 1.992
O 1.7044 -2.3636 -4.8043 0.000
C 1.1081 -1.7176 -3.7729 0.000
C 0.2128 -2.3407 -2.9224 -0.001
C -0.3341 -1.5979 -1.8744 0.001
N -0.1278 -0.2864 -1.7835 0.003
C 0.8415 0.2745 -2.5287 -0.007
C 1.4968 -0.3946 -3.5479 -0.001
C 1.0695 1.6824 -2.1415 0.009
O 2.1316 2.2954 -2.8964 0.000
O 1.3732 2.5797 0.2634 0.002
C -1.0510 -2.3086 -0.7830 -0.003
O -1.3140 -3.4797 -0.9149 0.000
O -1.9510 -0.4265 0.4939 0.000
H 1.3731 -3.2698 -4.8499 0.000
H -0.0287 -3.3928 -2.9994 0.000
H 2.2665 0.0676 -4.1451 0.000
C -2.1340 -1.1643 3.3656 -0.002
C -1.9685 0.0980 2.8052 0.002
N -1.8733 0.4939 1.5530 0.003
C -1.1726 -1.6647 0.6356 -0.003
C -1.9180 -2.6067 1.5354 -0.002
N -2.2779 -2.3644 2.7402 0.001
C 0.2812 -1.3928 1.0446 0.002
C 1.0192 -2.4032 1.6440 0.000
C 2.3949 -2.2531 1.7794 0.000
C 3.0018 -1.1500 1.1892 0.000
C 2.2057 -0.2153 0.5406 -0.002
N 0.8732 -0.2814 0.5861 -0.001
C 2.8456 0.8481 -0.2974 0.002
C 4.1236 0.8154 -0.6924 0.002
N 4.8362 1.8893 -1.2818 0.000
C 4.1629 2.8660 -1.7256 0.001
C 2.6679 2.8901 -1.7462 0.002
N 2.0207 1.9357 -0.7744 -0.004
C 3.1922 -3.2679 2.5070 0.000
C 2.6859 -3.8710 3.6553 0.000
C 3.4603 -4.8095 4.3185 0.000
N 4.6733 -5.1837 3.9203 0.000
C 5.1494 -4.6056 2.8230 0.000
C 4.4613 -3.6508 2.0909 0.000
H -2.2324 -1.1671 4.4437 0.000
H -1.8801 0.9276 3.4976 0.000
H -2.1670 -3.5676 1.1028 0.000
H 0.5259 -3.3010 1.9897 0.000
H 4.0716 -1.0214 1.2502 0.000
H 4.7409 -0.0439 -0.4774 0.000
H 4.6941 3.7411 -2.0889 0.000
H 2.2295 3.8640 -1.5159 0.000
H 1.7146 -3.6020 4.0483 0.000
H 3.0802 -5.2769 5.2194 0.000
H 6.1353 -4.9237 2.5033 0.000
H 4.9082 -3.2370 1.1962 0.000
O -1.5560 3.5878 0.8828 -0.003
N -2.7492 3.9836 0.6545 0.002
N -3.2198 3.5040 -0.4250 0.000
O -2.5238 2.6862 -1.1816 0.007
C -4.5665 3.8319 -0.8183 -0.001
C -5.2704 4.8074 -0.1283 0.000
C -6.5668 5.0883 -0.5283 0.000
C -7.1428 4.4120 -1.5948 0.000
C -6.4152 3.4437 -2.2696 0.000
C -5.1151 3.1437 -1.8868 0.000
H -4.8190 5.3326 0.6987 0.000
H -7.1271 5.8479 0.0006 0.000
H -8.1550 4.6440 -1.8969 0.000
H -6.8578 2.9140 -3.1026 0.000
H -4.5335 2.3949 -2.4006 0.000


Record 3
18
Properties=species:S:1:pos:R:3:mulliken_spin:R:1 method="wB97M-V/def2-TZVPD" e_homo_ev="-13.9 / -13.9" multiplicity=2 energy_ha=-1046.914014 charge=+1 e_above_lowest_ev=1.367 homo_lumo_gap_ev="8.15 / 5.43"
N -1.7479 1.0641 0.8314 0.014
C -0.4317 1.3745 0.1200 0.028
C -0.3015 2.9642 0.0434 0.003
C 0.7910 0.6610 0.8208 -0.008
S 1.4200 -0.9038 0.1123 0.465
S -0.2809 -2.0548 0.8650 0.500
H -2.5699 1.3833 0.2889 0.001
H -1.7927 1.6070 1.6798 0.000
H -0.4778 0.8073 -0.7890 -0.013
H -0.0598 3.2803 -1.0182 0.000
H 0.6635 3.0919 0.6563 0.000
H -1.1596 3.5009 0.4680 0.000
H 0.7666 0.5852 1.8517 0.002
H 1.6216 1.2983 0.5979 0.004
H -1.1429 -1.0791 1.1298 -0.004
H 0.0426 -0.4469 -2.3901 0.002
H 0.1095 -1.0874 -3.6912 0.000
O -0.2922 -0.3812 -3.2682 0.004


Record 4
80
Properties=species:S:1:pos:R:3:mulliken_spin:R:1 method="wB97M-V/def2-TZVPD" e_homo_ev="-10.7 / -10.8" multiplicity=5 energy_ha=-2027.567850 charge=+1 e_above_lowest_ev=0.000 homo_lumo_gap_ev="7.14 / 6.41"
Ru 0.0049 -0.2569 1.0057 2.493
O -3.4010 1.4483 -1.3516 -0.001
C -3.6636 2.5169 -0.5627 -0.011
C -4.6696 3.4179 -0.9065 0.003
C -4.9590 4.4967 -0.0961 -0.003
C -4.2516 4.7001 1.0841 0.002
C -3.2578 3.8110 1.4309 -0.001
C -2.9374 2.7130 0.6214 0.017
C -1.8527 1.8179 1.0468 0.016
O -1.3092 1.0239 0.1823 0.031
N -1.4359 1.9022 2.3064 0.011
N -0.4124 1.0358 2.4798 -0.110
C 0.2127 0.8892 3.5947 0.048
C 1.2805 -0.1104 3.6081 0.070
C 2.0894 -0.3474 4.7045 0.030
C 3.0905 -1.3039 4.6032 -0.003
C 3.2575 -1.9921 3.4140 0.017
C 2.4129 -1.7045 2.3524 0.004
N 1.4506 -0.7942 2.4504 0.013
H -4.0238 1.4463 -2.0872 0.000
H -5.2274 3.2582 -1.8224 0.000
H -5.7437 5.1829 -0.3862 0.000
H -4.4767 5.5431 1.7214 0.000
H -2.6953 3.9477 2.3430 -0.001
H -0.0548 1.4745 4.4666 -0.002
H 1.9362 0.2103 5.6175 0.000
H 3.7344 -1.5059 5.4480 0.000
H 4.0262 -2.7419 3.2986 0.001
H 2.4921 -2.2100 1.3983 0.003
C -0.7471 -4.8675 -3.8947 0.000
O -1.6608 -5.2742 -2.8863 -0.002
C -1.6716 -4.5951 -1.7286 -0.016
C -2.5971 -5.0399 -0.7702 0.023
C -2.6662 -4.3995 0.4349 -0.009
C -1.8580 -3.2875 0.7515 -0.016
C -1.9756 -2.6511 2.0546 -0.002
C -2.7343 -3.3409 3.1578 0.005
O -1.4689 -1.5541 2.3197 0.097
C -0.9269 -2.8612 -0.2228 0.072
O -0.0533 -1.8768 -0.0340 0.224
C -0.8421 -3.5226 -1.4520 0.000
H -0.9054 -5.5418 -4.7302 0.000
H 0.2841 -4.9537 -3.5454 0.000
H -0.9460 -3.8410 -4.2107 0.000
H -3.2326 -5.8811 -1.0054 0.001
H -3.3789 -4.7588 1.1629 0.000
H -3.7644 -3.5515 2.8746 0.001
H -2.7298 -2.7031 4.0369 -0.002
H -2.2568 -4.2941 3.3913 0.002
H -0.1080 -3.1643 -2.1571 0.005
C -0.0468 -0.1571 -3.1631 0.028
C 1.4720 -0.2786 -3.3084 0.018
C 2.0149 -1.5437 -2.6360 0.015
C 2.1739 0.9725 -2.8448 0.158
C 2.8060 1.7828 -3.7529 -0.076
C 3.4366 2.9648 -3.3585 0.238
C 3.4377 3.3608 -2.0170 -0.056
C 2.8252 2.6113 -1.0469 0.119
C 2.8342 3.1026 0.3797 0.006
C 1.4369 3.5643 0.7958 0.019
C 3.4373 2.1048 1.3709 0.009
C 2.1592 1.3657 -1.4385 0.181
O 1.6082 0.6132 -0.5958 0.360
H -0.5336 -1.0160 -3.6292 0.001
H -0.4145 0.7431 -3.6564 -0.004
H -0.3471 -0.1183 -2.1170 -0.007
H 1.6928 -0.3579 -4.3772 0.000
H 1.7256 -1.5879 -1.5874 -0.010
H 3.1028 -1.5893 -2.7065 -0.011
H 1.6176 -2.4262 -3.1424 0.003
H 2.8109 1.5025 -4.7987 0.006
H 3.9265 3.5835 -4.0984 0.001
H 3.9365 4.2810 -1.7388 0.006
H 3.4805 3.9847 0.3853 0.002
H 0.7269 2.7454 0.7314 -0.003
H 1.0780 4.3629 0.1453 -0.004
H 1.4456 3.9383 1.8213 0.001
H 2.8345 1.2035 1.4393 -0.007
H 3.4992 2.5623 2.3605 0.003
H 4.4462 1.8164 1.0721 -0.006


Record 5
10
Properties=species:S:1:pos:R:3:nbo_charge:R:1 method="wB97M-V/def2-TZVPD" e_homo_ev=-9.3 energy_ha=-1050.316781 charge=0 e_above_lowest_ev=3.156 homo_lumo_gap_ev=6.87
C 0.4505 -0.8398 0.3679 0.375
C 0.6203 0.1882 1.4052 -0.361
C -0.1219 -0.5182 -0.8347 -0.303
C -0.6776 0.7884 -1.1275 -0.249
H -0.2228 1.2412 1.5623 0.268
H -0.4405 -1.2287 -1.5092 0.245
H -0.7216 1.6465 -0.4492 0.214
F 0.8085 -2.1607 0.6829 -0.308
S 1.9983 -0.0586 2.4326 0.108
S -1.6932 0.9418 -2.5303 0.012


Record 6
19
Properties=species:S:1:pos:R:3:nbo_charge:R:1 method="wB97M-V/def2-TZVPD" e_homo_ev=-8.7 smiles=CCN.CSC energy_ha=-613.070597 charge=0 e_above_lowest_ev=1.590 homo_lumo_gap_ev=9.56
C -2.1022 -1.1517 -0.5447 -0.782
S -2.1084 0.6869 -0.4572 0.189
C -2.1602 0.9693 -2.2501 -0.762
H -2.3252 -1.5495 0.5478 0.239
H -1.1282 -1.6621 -0.8376 0.226
H -3.0022 -1.5709 -1.1932 0.224
H -2.2702 2.0870 -2.5425 0.248
H -1.1188 0.5908 -2.6869 0.220
H -2.8480 0.2251 -2.6267 0.219
C 2.3894 0.2728 2.2272 -0.636
C 2.0367 -0.3941 0.8620 -0.220
N 1.3093 0.4999 -0.0815 -0.854
H 1.4450 0.5295 2.9318 0.204
H 2.9363 -0.4835 2.8557 0.218
H 2.9566 1.1867 1.9480 0.208
H 2.9409 -0.6943 0.3592 0.184
H 1.4600 -1.3637 1.1108 0.169
H 1.2947 1.3806 0.5141 0.338
H 0.2945 0.4412 -0.1360 0.369